(1)
Computed, not measured: a cluster of 6 separate species, C22H37BO17Si in total in a non-equilibrium geometry, with the ωB97M-V functional and the def2-TZVPD basis.

Cartesian coordinates (Å):
C1 -0.7114 -4.7482 -2.9694
C2 0.0840 -4.8771 -1.6977
C3 0.0378 -3.6721 -0.7770
O1 1.3161 -3.7397 -0.1319
C4 2.1699 -4.3847 -0.9542
O2 3.3490 -4.4347 -0.8002
O3 1.4969 -4.9569 -1.9787
H1 -1.7556 -4.5396 -2.7327
H2 -0.3157 -3.9344 -3.5776
H3 -0.6654 -5.6663 -3.5533
H4 -0.1873 -5.7866 -1.1536
H5 -0.7491 -3.7111 -0.0288
H6 -0.0298 -2.7326 -1.3288
C5 -1.0062 4.0638 -0.7994
C6 -1.3181 2.7260 -0.1882
C7 -0.1838 2.0789 0.5805
O4 -0.4730 0.6794 0.4084
C8 -1.1614 0.5340 -0.7395
O5 -1.3822 -0.5204 -1.2594
O6 -1.5651 1.7235 -1.2124
H7 -0.6844 4.7542 -0.0198
H8 -0.2157 3.9675 -1.5449
H9 -1.8861 4.4803 -1.2874
H10 -2.2123 2.7789 0.4308
H11 -0.1759 2.3231 1.6392
H12 0.7969 2.2890 0.1490
C9 -3.5078 -0.8013 -3.4577
C10 -4.4328 -0.6588 -4.6343
C11 -4.5860 0.7503 -5.1748
O7 -5.9189 0.7387 -5.6955
C12 -6.6246 -0.2015 -5.0185
O8 -7.8029 -0.3356 -5.0794
O9 -5.7948 -0.9581 -4.2653
H13 -2.5132 -0.4310 -3.7025
H14 -3.8842 -0.2364 -2.6056
H15 -3.4152 -1.8430 -3.1543
H16 -4.1595 -1.3468 -5.4403
H17 -3.8865 1.0018 -5.9672
H18 -4.5257 1.4939 -4.3756
C13 -4.3014 -0.6522 2.6539
C14 -3.6286 0.5599 3.2401
C15 -4.4062 1.2905 4.3187
O10 -3.9613 2.6432 4.1550
C16 -3.5602 2.7993 2.8759
O11 -3.2900 3.8415 2.3685
O12 -3.4984 1.6019 2.2489
H19 -4.5258 -1.3700 3.4438
H20 -5.2290 -0.3665 2.1570
H21 -3.6564 -1.1345 1.9210
H22 -2.6208 0.3167 3.5882
H23 -4.1890 0.9558 5.3288
H24 -5.4829 1.2514 4.1359
C17 7.6069 3.8980 0.7201
C18 6.5756 2.8032 0.7719
C19 6.4279 1.9778 -0.4932
O13 5.0478 1.5980 -0.4498
C20 4.3822 2.5254 0.2746
O14 3.1962 2.5914 0.3538
O15 5.2466 3.3518 0.8968
H25 8.5833 3.4762 0.4785
H26 7.3384 4.6334 -0.0386
H27 7.6793 4.4083 1.6788
H28 6.7367 2.1517 1.6354
H29 7.0502 1.0880 -0.5226
H30 6.5967 2.5799 -1.3896
C21 2.4346 -0.6039 1.0576
C22 2.9918 -1.7892 1.3613
Si1 2.6386 -2.8203 2.8759
B1 3.1770 -1.6251 4.4349
O16 2.5244 -1.6583 5.6336
O17 4.2051 -0.7196 4.3134
H31 3.0366 0.2191 0.6895
H32 1.3598 -0.4649 1.1147
H33 3.7768 -2.1682 0.7000
H34 1.2401 -3.3086 3.0240
H35 3.5202 -4.0147 2.8630
H36 2.7840 -0.9189 6.1971
H37 4.6734 -0.8136 3.4810

As for the spin multiplicity: 1. For the gap between HOMO and LUMO, the calculation gives 8.71 eV. The value obtained for the LUMO energy is 0.0113 hartree. The energy comes out at -2454.0522 a.u. Its structure (SMILES) is C[C@@H]1COC(=O)O1.C[C@@H]1COC(=O)O1.C[C@@H]1COC(=O)O1.C[C@@H]1COC(=O)O1.C[C@@H]1COC(=O)O1.C=C[SiH2]B(O)O. For the molar mass, the calculation gives 612.42 u.

Atom charges from the Löwdin analysis, given in e for atoms 1 to 4:
1. C -0.021
2. C -0.321
3. C -0.080
4. O 0.022



(2)
Computed, not measured: a cluster of 4 separate species, C3H5Cl2NO2 in total in a non-equilibrium geometry, with the ωB97M-V functional and the def2-TZVPD basis.

Cartesian coordinates (Å):
C1 -1.8045 -1.3331 0.2386
C2 -0.6166 0.7329 1.3598
C3 -0.8263 -0.3935 0.7577
N1 1.1481 -1.5149 0.3733
O1 2.1236 -1.0768 0.9521
O2 0.9163 -2.6529 -0.0029
Cl1 9.1902 10.5726 12.0421
Cl2 -2.9609 -2.0488 -19.2554
H1 -2.5560 -1.5804 0.9928
H2 -1.2866 -2.2575 -0.0451
H3 -2.3004 -0.9373 -0.6480
H4 -1.4121 1.4221 1.6454
H5 0.3852 1.0676 1.5897

As for the total charge: -2. As for the spin multiplicity: 3. For the gap between HOMO and LUMO (alpha / beta), the calculation gives 4.46 / 1.92 eV. The value obtained for the LUMO energy (alpha / beta) is 0.0565 / -0.0368 hartree. The energy comes out at -1242.7932 a.u. For the molar mass, the calculation gives 157.98 u.

Atom charges from the Löwdin analysis, given in e for atoms 1 to 4:
1. C -0.106
2. C -0.019
3. C -0.158
4. N -0.211



(3)
Computed, not measured: a cluster of 2 separate species, C6H13O4P in total in a non-equilibrium geometry, with the ωB97M-V functional and the def2-TZVPD basis.

Cartesian coordinates (Å):
C1 4.2165 1.3416 0.0188
C2 3.5977 0.3493 0.5696
C3 0.7565 -2.0197 -0.1898
C4 -4.1811 -1.0298 -0.6116
C5 -0.9120 2.2905 0.0919
C6 2.5003 -0.3517 -0.0861
O1 -1.5362 -1.2746 1.1793
O2 1.8799 -1.3842 0.4524
O3 -2.9990 -0.2696 -0.5503
O4 -1.0507 0.9272 0.3408
P1 -2.2712 -0.0025 0.9226
H1 5.0207 1.6899 0.5656
H2 4.2340 1.6364 -1.0353
H3 3.6631 0.0338 1.6595
H4 -0.2034 -1.8018 0.4379
H5 0.8575 -3.0595 0.0418
H6 0.6380 -1.8223 -1.2372
H7 -4.1102 -1.9278 -0.0123
H8 -4.5150 -1.0211 -1.6911
H9 -5.0502 -0.5683 -0.0911
H10 -0.2724 2.3883 -0.7489
H11 -0.4539 2.8442 0.8851
H12 -1.8197 2.8472 -0.0331
H13 2.0108 0.1846 -0.8784

As for the spin multiplicity: 3. For the gap between HOMO and LUMO (alpha / beta), the calculation gives 6.93 / 6.60 eV. The value obtained for the LUMO energy (alpha / beta) is 0.0296 / -0.1053 hartree. As for the energy relative to the best compared isomer or geometry (same formula, charge and spin): 31.9 kcal/mol. The energy comes out at -878.5709 a.u. For the molar mass, the calculation gives 180.14 u.

Atom charges from the Löwdin analysis, given in e for atoms 1 to 4:
1. C -0.052
2. C -0.196
3. C -0.043
4. C -0.171